Computed, not measured: a 2-piece molecular cluster, C4H7OP overall, with the ωB97M-V functional and the def2-TZVPD basis.

Values from the calculation:
Lowest unoccupied orbital energy   -0.019 hartree
E_tot   -573.01950 Ha
Gap between HOMO and LUMO   8.65 eV
ΔE to the lowest compared entry with this formula, charge and spin   461.41 kJ/mol

```
! RIJCOSX wB97M-V def2-TZVPD def2/J DEFGRID3
* xyz 0 1
H 3.4654 0.9529 -1.7366
O 2.8986 1.4225 0.7861
H 1.7289 1.2065 -2.0554
P -1.0997 0.6376 1.7788
C -2.4974 -0.6177 1.6582
H 2.3012 -0.4016 -1.6671
C 2.4565 0.6552 -1.4597
H -2.5216 -1.1584 2.6039
H -3.4328 -0.0838 1.5133
C 2.1936 0.9095 -0.0190
C -0.4431 -0.1796 0.5084
H -2.3230 -1.3055 0.8328
H 1.1319 0.5183 0.2726
*
```

Here are the natural (NBO) charges for atoms 1 to 4, given in e: 0.23 -0.50 0.24 0.47

Computed, not measured: an isolated ion of composition C2H6N3O and charge +1, with the ωB97M-V functional and the def2-TZVPD basis.

Values from the calculation:
Lowest unoccupied orbital energy   -0.149 hartree
E_tot   -318.97284 Ha
SMILES   [NH3+]N1CNC1=O
Gap between HOMO and LUMO   10.92 eV
ΔE to the lowest compared entry with this formula, charge and spin   340.02 kJ/mol

```
! RIJCOSX wB97M-V def2-TZVPD def2/J DEFGRID3
* xyz 1 1
H -1.3966 1.4342 -0.4183
H -0.4630 1.3491 0.9555
H 2.1891 -1.9966 -0.2077
N 1.5708 -1.2501 0.0238
C 1.7782 0.0764 -0.1053
H -0.4972 -1.5970 -0.9874
H 0.1208 2.1128 -0.3880
O 2.4895 0.9665 0.0985
H -0.4784 -1.4048 0.7378
C 0.0659 -1.1072 -0.0968
N -0.4011 1.3848 -0.0268
N 0.3505 0.2975 -0.4460
*
```

Here are the natural (NBO) charges for atoms 1 to 4, given in e: 0.45 0.42 0.45 -0.60

Computed, not measured: an isolated ion of composition C4H8NO2 and charge -1, with the ωB97M-V functional and the def2-TZVPD basis.

Values from the calculation:
Lowest unoccupied orbital energy   0.151 hartree
E_tot   -362.49503 Ha
SMILES   C[C@H](N)CC(=O)[O-]
Gap between HOMO and LUMO   8.23 eV
ΔE to the lowest compared entry with this formula, charge and spin   76.67 kJ/mol

```
! RIJCOSX wB97M-V def2-TZVPD def2/J DEFGRID3
* xyz -1 1
C 0.0958 -0.4202 -0.7958
H -0.7477 -0.7341 -1.3959
H 0.9349 -0.9838 1.1511
O 0.2844 1.7274 -1.8590
N -1.0022 -0.0395 1.3375
C -0.6191 -2.3830 0.6918
C 0.5316 1.0887 -0.8281
H 1.0009 -0.8798 -1.2815
H -0.2470 -2.8943 -0.2137
O 1.1181 1.5407 0.2062
H -1.3745 0.6588 0.7047
H -1.6934 -2.3655 0.8052
H -0.2802 0.5748 1.7406
H -0.3273 -2.8231 1.6565
C -0.0281 -0.9746 0.6553
*
```

Here are the natural (NBO) charges for atoms 1 to 4, given in e: -0.54 0.20 0.19 -0.77

Computed, not measured: a 5-piece molecular cluster, C2H15NO4 overall, with the ωB97M-V functional and the def2-TZVPD basis.

Values from the calculation:
Lowest unoccupied orbital energy   0.020 hartree
E_tot   -440.90314 Ha
SMILES   CCN.O.O.O.O
Gap between HOMO and LUMO   9.99 eV
ΔE to the lowest compared entry with this formula, charge and spin   54.67 kJ/mol

```
! RIJCOSX wB97M-V def2-TZVPD def2/J DEFGRID3
* xyz 0 1
H -0.8771 0.3177 -2.5738
H -1.0124 -2.0367 -0.7968
H -0.4797 -2.1129 4.1435
C -0.3259 -0.4182 -1.9940
H 3.4827 0.8587 0.0664
H 0.5558 -0.7104 -2.5691
H -0.5734 1.9475 -0.2973
H 1.0487 0.5716 -0.8986
H -0.3417 1.3707 1.9413
O 3.2340 0.5181 -0.7978
H 0.1009 -0.4622 0.0103
C -1.2801 -1.5833 -1.7536
O -0.0467 -1.9139 3.3064
H -1.4735 1.1081 2.8826
H -0.1390 -0.9485 3.2411
H -2.3162 -1.2768 -1.6293
H -0.9156 3.3142 -0.7634
N 0.1308 0.1941 -0.7497
H -1.1455 -2.3611 -2.4972
O -0.5295 0.9365 2.7818
O -1.0437 2.7532 0.0163
H 3.9471 -0.0663 -1.0691
*
```

Here are the natural (NBO) charges for atoms 1 to 4, given in e: 0.18 0.20 0.46 -0.21

Computed, not measured: C7H8O2 as an isolated structure, with the ωB97M-V functional and the def2-TZVPD basis.

Values from the calculation:
Lowest unoccupied orbital energy   0.027 hartree
E_tot   -421.86808 Ha
Gap between HOMO and LUMO   9.61 eV
ΔE to the lowest compared entry with this formula, charge and spin   380.62 kJ/mol

```
! RIJCOSX wB97M-V def2-TZVPD def2/J DEFGRID3
* xyz 0 1
H -0.0003 -0.4362 2.0692
C 0.9963 -0.7571 -1.0063
C 2.2257 -0.0683 -1.3723
H 0.8632 -1.7366 -1.5056
C -1.0134 -0.3153 1.8537
C -1.3308 0.8189 0.9435
H -0.8596 -2.1987 0.5977
H -3.1133 -0.6230 0.5199
C -1.0087 -1.0801 0.5546
O 2.4747 1.0392 -1.1523
H 3.1752 -0.7130 -1.6834
H -1.6015 1.8146 1.2273
H -2.1437 -0.0435 -0.9127
C -2.1989 -0.2641 0.0959
H -1.7626 -0.7466 2.6629
O -0.1330 1.0059 0.0682
C 0.1145 -0.2802 -0.1193
*
```

Here are the natural (NBO) charges for atoms 1 to 4, given in e: 0.22 -0.46 0.41 0.22

Computed, not measured: C12H18BKO3S as an isolated structure, with the ωB97M-V functional and the def2-TZVPD basis.

Values from the calculation:
Lowest unoccupied orbital energy   -0.007 hartree
E_tot   -1716.76741 Ha
Gap between HOMO and LUMO   6.11 eV
ΔE to the lowest compared entry with this formula, charge and spin   0.00 kJ/mol

```
! RIJCOSX wB97M-V def2-TZVPD def2/J DEFGRID3
* xyz 0 1
H 0.7781 6.4032 0.5321
H 0.3304 -1.7845 -0.8255
H -0.6305 -3.7343 0.5672
H 2.0215 -0.7162 0.6953
H -1.6022 -4.7261 -1.4021
C -3.2953 -3.4191 -1.6653
C 1.1104 -1.1454 1.1187
C -1.5804 -3.3376 0.2154
C 2.4471 4.4446 -1.7117
H -1.1701 -3.1104 -1.8930
H 2.2346 -2.4370 2.4314
C 1.1638 3.1175 -0.2323
H 0.7938 -0.4416 1.8896
H 0.0006 -0.0967 -0.3764
H 3.1278 4.5351 -2.5484
K -1.7831 0.8243 3.3078
C 0.0769 -1.1160 0.0014
H -3.9810 -4.0229 -1.0679
C 1.1279 5.5165 0.0207
B -0.2298 2.4803 1.4492
C 2.0046 5.5908 -1.0629
H -3.4501 -3.6756 -2.7130
C 0.7224 4.2607 0.4160
O -1.6848 -1.3919 2.0112
H 1.6901 -3.2389 0.9629
C -1.8509 -3.6740 -1.2484
H 2.3688 2.2780 -1.7995
C 2.0290 3.1772 -1.3021
H 2.3462 6.5598 -1.4031
C 1.4057 -2.5099 1.7266
H -2.3752 -3.7197 0.8594
S -1.6106 -1.5518 0.5127
O -0.1167 3.9071 1.4311
H 0.5438 -2.8958 2.2710
H -3.5704 -2.3723 -1.5339
O 0.6073 2.0229 0.3660
*
```

Here are the natural (NBO) charges for atoms 1 to 4, given in e: 0.22 0.22 0.23 0.22

Question: Look up the ΔE to the lowest compared entry with this formula, charge and spin of the fourth one.
Answer: 54.67 kJ/mol